{
  "formula": "C16H14BF5N6NiO",
  "method": "wB97M-V/def2-TZVPD",
  "symbols": ["H", "N", "B", "N", "C", "Ni", "H", "C", "H", "C", "H", "C", "H", "H", "H", "N", "N", "N", "N", "C", "C", "H", "H", "C", "C", "C", "C", "H", "H", "H", "H", "H", "F", "C", "C", "F", "C", "F", "C", "O", "C", "F", "C", "F"],
  "positions_angstrom": [[0.943, 2.980, 0.371], [0.416, 1.577, -1.147], [0.102, 0.323, -3.430], [0.403, 1.621, -2.554], [0.731, 2.867, -2.929], [-0.188, -0.102, -0.521], [0.719, 3.104, -3.983], [1.051, 3.632, -1.800], [1.402, 4.651, -1.784], [0.829, 2.792, -0.691], [0.226, 0.536, -4.604], [-1.989, -1.889, 2.677], [-1.068, -2.333, 3.126], [-1.798, -1.048, 1.962], [-2.335, -2.700, 2.011], [-1.333, -0.135, -3.010], [0.998, -0.831, -2.877], [-1.664, -0.338, -1.665], [1.057, -1.123, -1.508], [-2.439, -0.278, -3.746], [1.860, -1.628, -3.508], [-2.325, -0.164, -4.808], [1.881, -1.573, -4.579], [-3.517, -0.556, -2.905], [2.562, -2.387, -2.586], [-3.000, -0.595, -1.595], [2.018, -2.073, -1.336], [-4.530, -0.661, -3.233], [3.384, -3.049, -2.794], [-3.520, -0.749, -0.651], [2.250, -2.451, -0.350], [-2.766, -1.660, 3.432], [-0.491, -0.147, 6.611], [0.143, 0.096, 5.445], [0.045, 1.360, 4.841], [-0.555, 2.375, 5.504], [0.617, 1.579, 3.609], [0.659, 2.825, 3.098], [1.247, 0.512, 2.863], [1.480, 0.567, 1.623], [1.582, -0.647, 3.662], [2.512, -1.508, 3.208], [1.025, -0.851, 4.904], [1.374, -1.924, 5.649]],
  "homo_lumo_gap_ev": [6.56, 5.55],
  "e_homo_ha": [-0.245, -0.245],
  "spin_multiplicity": 3,
  "fmax_ev_per_a": 2.87,
  "e_above_lowest_kj_mol": 0.0
}